(1)
Molecular formula: C6H9NO
Method: DFT, ωB97M-V with the def2-TZVPD basis set

Calculated values
* E_HOMO: -9.028 eV
* LUMO: 0.44 eV
* energy above the lowest of the compared OMol25 structures with the same formula, charge and spin: 38.9 kcal/mol
* total energy: -9903.9179 eV
* SMILES: c1ccncc1.CO
* total charge: 0

Element x y z (Å)
C -0.535 2.894 -1.709
C -1.071 -0.715 0.289
C -0.887 -1.696 1.390
C 0.467 -1.978 1.730
C 1.481 -1.144 1.226
C 1.207 -0.226 0.326
H -0.082 1.027 -1.438
H -0.554 3.627 -2.565
H -1.456 3.033 -1.091
H 0.323 3.061 -0.940
H -2.079 -0.501 -0.204
H -1.668 -2.294 1.957
H 0.641 -2.835 2.405
H 2.505 -1.457 1.482
H 1.832 0.472 -0.188
N -0.081 0.007 -0.158
O -0.358 1.627 -2.228

Cartesian forces, eV/Å:
C 0.994 1.109 1.272
C -1.497 -1.051 1.704
C 1.231 0.002 -0.740
C -2.614 0.557 -0.033
C 1.572 -3.318 1.686
C -2.921 2.585 -2.461
H -1.023 0.807 -1.486
H 0.240 -0.478 1.099
H 0.205 -0.188 -0.549
H -1.123 0.575 -1.358
H 1.377 -0.471 0.971
H 0.707 1.038 -1.391
H 0.212 0.796 -0.324
H -0.357 0.685 -0.113
H 1.156 -0.077 0.281
N 1.496 -1.062 0.889
O 0.343 -1.508 0.551

(2)
Molecular formula: C6H9NO
Method: DFT, ωB97M-V with the def2-TZVPD basis set

Calculated values
* E_HOMO: -7.571 eV
* LUMO: 0.74 eV
* energy above the lowest of the compared OMol25 structures with the same formula, charge and spin: 66.2 kcal/mol
* total energy: -9902.7347 eV
* SMILES: C=Cc1ccc[nH]1.O
* total charge: 0

Element x y z (Å)
C -1.352 0.947 1.887
C -2.037 -0.200 1.457
N -1.574 -0.497 0.170
C -0.622 0.462 -0.193
C -0.664 1.483 0.775
C 0.843 -0.348 -2.077
C 0.475 0.558 -1.183
H -1.301 1.296 3.034
H -2.826 -0.866 1.995
H -1.742 -1.380 -0.300
H -0.208 2.473 0.687
H 0.393 -1.371 -2.130
H 1.737 -0.172 -2.823
H 1.195 1.363 -1.056
H 3.114 -1.955 -0.224
H 1.848 -0.807 0.285
O 2.720 -0.987 -0.305

Cartesian forces, eV/Å:
C -1.579 0.057 2.498
C 0.064 -0.590 0.807
N 0.852 0.388 0.293
C 0.059 1.918 0.466
C 0.503 -1.358 0.260
C 1.151 -0.990 -2.022
C -0.730 -0.866 -0.468
H -0.595 -0.485 -3.104
H 1.830 1.341 -1.187
H 0.101 0.463 0.126
H 0.230 -0.735 0.165
H 0.152 1.097 -0.181
H -1.882 -0.377 1.898
H -0.715 0.455 0.079
H -1.804 3.047 0.370
H 3.258 -1.390 -1.943
O -0.897 -1.976 1.942

(3)
Molecular formula: C6H9NO
Method: DFT, ωB97M-V with the def2-TZVPD basis set

Calculated values
* E_HOMO: -8.693 eV
* LUMO: -0.54 eV
* energy above the lowest of the compared OMol25 structures with the same formula, charge and spin: 193.3 kcal/mol
* total energy: -9897.2202 eV
* total charge: 0

Element x y z (Å)
C -0.429 0.610 0.093
C 0.008 -0.296 1.338
C 0.451 -1.128 0.164
C -1.084 -1.476 -0.395
C -1.739 -0.286 -0.358
C 0.799 -0.041 -0.698
H 0.283 2.451 -0.209
H -1.427 2.371 0.600
H -0.747 -0.728 1.993
H 0.654 0.036 1.959
H 1.116 -1.884 0.120
H -0.970 -2.590 -0.590
H -2.829 0.075 -0.445
H 0.373 -0.130 -1.748
H 3.051 -0.798 0.061
N -0.693 1.995 -0.102
O 2.164 0.366 -0.236

Cartesian forces, eV/Å:
C -2.274 0.278 0.274
C -3.832 -1.281 -3.048
C -5.235 -1.282 -0.251
C 2.457 -0.946 0.449
C 2.011 -0.868 0.182
C -0.152 1.664 -0.060
H -2.690 -0.117 0.939
H 2.297 -0.329 -1.493
H -0.508 -0.011 -0.452
H 5.145 2.714 3.576
H 2.000 -3.066 0.507
H -1.999 1.499 -0.120
H 2.104 -0.704 -0.196
H 2.162 0.220 0.443
H -3.763 4.106 -1.321
N 1.118 1.130 1.140
O 1.160 -3.007 -0.570

(4)
Molecular formula: C6H9NO2
Method: DFT, ωB97M-V with the def2-TZVPD basis set

Calculated values
* E_HOMO: -7.955 eV
* LUMO: 0.80 eV
* energy above the lowest of the compared OMol25 structures with the same formula, charge and spin: 54.3 kcal/mol
* total energy: -11950.9622 eV
* SMILES: CO/C(C)=N/C(C)=C=O
* total charge: 0

Element x y z (Å)
C -0.035 -0.352 -0.754
C -2.302 -0.749 -1.371
C 1.369 -0.767 -1.098
C 0.928 1.915 1.624
C 0.398 -0.548 1.874
C 0.388 0.583 1.203
O -0.928 -1.080 -1.482
N -0.485 0.509 0.069
O 0.341 -1.603 2.377
H -2.546 0.125 -1.967
H -2.868 -1.602 -1.749
H -2.545 -0.546 -0.336
H 1.676 -1.590 -0.461
H 2.060 0.062 -0.965
H 1.393 -1.127 -2.126
H 1.238 2.476 0.741
H 1.770 1.795 2.295
H 0.148 2.500 2.125

Cartesian forces, eV/Å:
C -1.296 -0.918 -0.938
C -0.275 -0.173 0.097
C -0.179 -0.120 0.238
C -0.276 -0.115 0.238
C 0.216 -0.366 0.233
C 0.056 0.934 -0.006
O 0.821 0.533 -0.677
N 0.230 -0.452 0.341
O 0.135 0.444 -0.056
H 0.081 0.169 -0.045
H 0.181 0.035 0.058
H -0.169 0.020 0.164
H 0.167 -0.144 0.102
H -0.022 -0.009 0.068
H -0.065 0.118 0.056
H 0.111 -0.090 0.035
H 0.155 0.135 0.128
H 0.131 -0.001 -0.035

(5)
Molecular formula: C6H9NO2
Method: DFT, ωB97M-V with the def2-TZVPD basis set

Calculated values
* E_HOMO: -10.827 eV
* LUMO: 0.66 eV
* energy above the lowest of the compared OMol25 structures with the same formula, charge and spin: 40.3 kcal/mol
* total energy: -11951.5719 eV
* SMILES: COC(=O)C(C)(C)C#N
* total charge: 0

Element x y z (Å)
C 0.231 -0.457 0.390
C -0.875 1.840 -1.724
C 0.657 0.041 1.780
C 0.400 -1.983 0.278
C -1.215 -0.096 0.189
O -1.355 0.692 -1.018
C 1.046 0.192 -0.677
O -2.165 -0.612 0.738
N 1.961 0.582 -1.290
H -0.171 2.421 -1.127
H -1.733 2.471 -1.973
H -0.439 1.494 -2.665
H 0.029 -0.397 2.564
H 1.445 -2.251 0.469
H -0.257 -2.513 0.975
H 1.706 -0.219 1.962
H 0.576 1.131 1.861
H 0.157 -2.336 -0.731

Cartesian forces, eV/Å:
C 0.084 0.091 0.277
C 0.027 0.226 0.378
C 0.464 0.270 0.257
C 0.077 -0.351 -0.278
C -1.426 0.284 -2.242
O -1.802 -1.717 1.694
C 2.700 0.056 0.048
O 1.914 1.592 -1.098
N -2.067 -0.639 0.861
H 0.078 -0.069 -0.230
H -0.031 -0.151 0.221
H 0.199 0.070 0.328
H 0.089 -0.057 -0.322
H -0.214 0.092 0.060
H 0.156 0.313 -0.009
H -0.217 -0.017 -0.003
H -0.028 -0.160 -0.096
H -0.002 0.165 0.154

(6)
Molecular formula: C6H9NO2
Method: DFT, ωB97M-V with the def2-TZVPD basis set

Calculated values
* E_HOMO: -8.539 eV
* LUMO: 0.56 eV
* energy above the lowest of the compared OMol25 structures with the same formula, charge and spin: 62.1 kcal/mol
* total energy: -11950.6267 eV
* SMILES: C[C@H]1CC(=O)C=CN1O
* total charge: 0

Element x y z (Å)
C 0.407 -0.590 -0.710
C -0.133 -1.478 0.341
C 1.777 -0.010 -0.422
N -0.667 0.661 -0.901
C -0.779 -0.701 1.656
C -0.988 1.298 0.229
C -1.066 0.673 1.441
O -0.368 1.516 -1.982
O -1.020 -1.381 2.624
H -0.966 1.255 -2.698
H 0.363 -1.039 -1.705
H 0.618 -2.154 0.773
H -0.985 -2.059 -0.026
H -1.161 2.367 0.143
H -1.368 1.243 2.310
H 2.042 0.727 -1.189
H 1.781 0.482 0.551
H 2.515 -0.809 -0.434

Cartesian forces, eV/Å:
C -1.068 2.484 -1.317
C -1.380 0.358 2.336
C -0.281 0.330 -0.260
N 1.457 -2.313 -0.600
C 0.931 -1.872 -2.348
C 0.205 -0.047 1.140
C -0.201 1.275 0.228
O 0.243 -0.154 0.289
O 0.049 0.288 0.341
H 0.049 -0.099 0.310
H 0.120 -0.035 0.136
H -0.165 0.168 -0.340
H 0.171 -0.097 -0.002
H -0.209 -0.122 -0.082
H -0.080 0.099 -0.078
H 0.009 -0.158 0.133
H 0.088 -0.073 0.040
H 0.062 -0.032 0.074

(7)
Molecular formula: C6H9NO2
Method: DFT, ωB97M-V with the def2-TZVPD basis set

Calculated values
* E_HOMO: -9.717 eV
* LUMO: 0.71 eV
* energy above the lowest of the compared OMol25 structures with the same formula, charge and spin: 44.1 kcal/mol
* total energy: -11951.4062 eV
* SMILES: NC(=O)[C@@H]1CC[C@@H]1C=O
* total charge: 0

Element x y z (Å)
O -1.889 1.827 -0.773
C -1.348 1.452 0.242
C -1.036 0.021 0.554
C -1.135 -1.040 -0.554
C 0.226 -1.609 -0.098
C 0.460 -0.375 0.816
C 1.518 0.589 0.341
N 1.659 0.854 -0.970
H -1.084 2.180 1.042
H -1.630 -0.233 1.446
H -1.997 -1.716 -0.504
H -1.105 -0.590 -1.556
H 0.126 -2.524 0.497
H 0.974 -1.779 -0.884
H 0.690 -0.585 1.865
O 1.928 1.552 1.031
H 1.599 0.064 -1.599
H 2.044 1.914 -0.897

Cartesian forces, eV/Å:
O 0.323 -0.278 0.439
C -0.316 0.485 -0.296
C 0.048 0.130 0.052
C -0.130 0.033 -0.287
C 0.003 -0.311 0.177
C 1.019 -0.935 0.422
C -1.141 3.975 0.781
N 0.686 1.308 0.452
H 0.049 -0.147 -0.184
H 0.194 0.019 -0.184
H 0.231 0.169 -0.007
H -0.030 -0.052 0.327
H 0.074 0.143 -0.234
H -0.178 -0.067 0.236
H -0.126 -0.072 -0.222
O -0.390 -1.906 0.926
H 0.284 0.987 -0.811
H -0.600 -3.481 -1.587

(8)
Molecular formula: C6H9NO2
Method: DFT, ωB97M-V with the def2-TZVPD basis set

Calculated values
* E_HOMO (spin up / spin down): -6.486 / -7.213 eV
* LUMO (spin up / spin down): -0.05 / 0.60 eV
* energy above the lowest of the compared OMol25 structures with the same formula, charge and spin: 102.9 kcal/mol
* total energy: -11948.8575 eV
* total charge: 0

Element x y z (Å)
C 0.244 -1.035 -1.011
C 0.330 1.340 0.050
C 1.071 -0.080 -0.190
N -2.400 -0.214 0.369
C -1.210 -0.510 0.974
C -0.180 -1.279 0.407
C 2.414 -0.114 0.049
O -0.469 1.691 -1.005
O 0.692 2.179 0.851
H -0.591 2.653 -0.903
H -2.327 -0.015 -0.624
H -2.987 0.448 0.861
H -0.482 -0.590 -1.687
H 0.830 -1.856 -1.419
H -1.223 -0.392 2.053
H 0.237 -2.126 0.945
H 2.877 0.162 0.990
H 3.173 -0.263 -0.711

Cartesian forces, eV/Å:
C 0.432 0.065 0.393
C 2.726 -0.313 -0.152
C -1.604 2.775 -0.901
N 0.037 1.002 -0.625
C -0.100 -2.471 1.273
C -1.429 0.333 -0.058
C 1.489 0.071 0.415
O 0.016 -0.146 0.473
O -0.841 -1.137 -0.437
H -0.097 -0.253 0.017
H -0.281 -0.053 0.110
H 0.162 0.026 -0.193
H 0.134 -0.185 -0.036
H -0.131 0.163 -0.159
H -0.113 -0.236 -0.031
H 0.414 0.708 0.164
H -0.453 0.786 -0.042
H -0.361 -1.136 -0.211